# 1
Here is C5H9NO as an isolated structure in a non-equilibrium geometry from the Open Molecules 2025 dataset. Energies are from wB97M-V/def2-TZVPD.

Calculated values
- energy relative to the best compared isomer or geometry (same formula, charge and spin) (eV) = 4.893
- E_LUMO (eV) = 0.689
- charge = 0
- M (g mol⁻¹) = 99.13
- HOMO (eV) = -9.0
- max |F| (eV/A) = 6.2

Last column: Mulliken charge in e.
Positions of all 16 atoms, in Å:
C 0.802 0.645 -0.405  0.278
C 0.525 -0.772 -0.920  -0.769
C 0.275 -0.909 1.260  -0.614
C -0.090 0.558 0.889  -0.533
C -1.309 -0.098 0.426  -0.219
H -0.022 2.428 -0.766  0.361
H 1.804 1.052 0.180  0.259
H 0.048 -0.464 -1.902  0.308
H 1.147 -1.623 -0.898  0.381
H 1.289 -1.140 1.193  0.266
H -0.035 -1.419 2.239  0.225
H -0.066 1.510 1.379  0.574
H -2.091 0.311 -0.345  0.249
H -1.803 -0.464 1.368  0.286
N -0.516 -1.229 0.090  -0.502
O 0.265 1.483 -1.323  -0.550



# 2
Here is a 2-piece molecular cluster, C22H24FN2O2 overall in a non-equilibrium geometry from the Open Molecules 2025 dataset. Energies are from wB97M-V/def2-TZVPD.

Calculated values
- energy relative to the best compared isomer or geometry (same formula, charge and spin) (eV) = 14.278
- E_LUMO (eV) = -4.593
- charge = +1
- M (g mol⁻¹) = 367.44
- HOMO (eV) = -10.3
- max |F| (eV/A) = 5.3

Last column: Mulliken charge in e.
Positions of all 51 atoms, in Å:
C 4.032 -3.587 0.812  -0.755
C 4.153 -4.019 -0.720  0.751
O 4.616 -3.155 -1.526  -0.509
O 3.740 -5.277 -1.272  -0.351
C 2.581 -5.090 -2.153  -0.463
N 1.568 -4.161 -1.552  0.211
C 0.751 -4.575 -0.414  -0.198
C -0.288 -3.610 0.268  -0.565
C -0.413 -2.186 -0.335  0.355
C -1.370 -1.031 0.228  0.753
C -1.526 -0.701 1.741  -0.583
C -2.453 0.480 2.165  -0.186
N -3.132 1.237 1.141  0.301
C -4.008 2.419 1.524  -0.938
C -2.979 3.652 1.826  -0.353
C -2.402 4.349 0.494  -0.840
C -0.877 4.013 0.168  0.396
C 0.307 4.567 1.046  -0.366
C 1.817 4.276 0.704  -0.479
C 2.188 3.388 -0.538  -0.424
C 1.034 2.828 -1.438  -0.408
C -0.469 3.132 -1.074  -0.121
C -3.051 0.959 -0.287  -0.195
C -2.159 -0.189 -0.817  -0.536
C 0.459 -1.766 -1.589  -0.394
C 1.432 -2.824 -2.148  -0.218
H 3.884 -4.488 1.524  0.294
H 4.983 -3.016 1.137  0.319
H 3.157 -2.845 0.961  0.166
H 2.173 -6.143 -2.348  0.339
H 2.970 -4.701 -3.172  0.277
H 0.890 -5.650 -0.018  0.381
H -0.918 -3.930 1.163  0.404
H -0.948 -1.345 2.485  0.385
H -2.515 0.690 3.285  0.359
H -4.660 2.743 0.640  0.359
H -4.644 2.179 2.452  0.345
H -3.620 4.444 2.373  0.316
H -2.170 3.330 2.580  0.364
H -2.458 5.495 0.652  0.414
H -3.106 4.095 -0.374  0.316
H 0.125 5.242 1.963  0.276
H 2.681 4.683 1.335  0.321
H 3.287 3.176 -0.755  0.313
H 1.211 2.195 -2.379  0.266
H -1.293 2.692 -1.743  0.281
H -3.668 1.614 -1.010  0.354
H -2.118 -0.365 -1.946  0.408
H 0.398 -0.718 -2.051  0.232
H 2.117 -2.568 -3.038  0.306
F 0.693 0.062 0.032  -0.679



# 3
Here is C3H8NO5P in the gas phase in a non-equilibrium geometry from the Open Molecules 2025 dataset. Energies are from wB97M-V/def2-TZVPD.

Calculated values
- SMILES string = C=[N+]([O-])O[P@@](=O)(CO)OC
- energy relative to the best compared isomer or geometry (same formula, charge and spin) (eV) = 1.689
- E_LUMO (eV) = 0.692
- charge = 0
- M (g mol⁻¹) = 169.07
- HOMO (eV) = -9.6
- max |F| (eV/A) = 1.0

Last column: Mulliken charge in e.
Positions of all 18 atoms, in Å:
C -1.556 1.370 -0.217  -0.628
C 3.596 0.548 -0.336  -0.483
C -0.500 -1.642 0.753  -0.425
N 2.594 -0.104 0.121  0.565
O 1.342 0.527 0.001  -0.337
O 2.545 -1.201 0.651  -0.664
O 0.739 -1.342 -1.707  -0.745
O -1.563 -2.284 0.107  -0.510
O -0.902 0.428 -1.052  -0.308
P 0.220 -0.585 -0.578  1.174
H -0.833 1.948 0.361  0.281
H -2.255 0.867 0.452  0.272
H -2.105 2.031 -0.891  0.247
H 3.440 1.510 -0.783  0.280
H 4.575 0.120 -0.234  0.294
H -0.915 -1.077 1.586  0.328
H 0.259 -2.343 1.115  0.287
H -1.218 -2.696 -0.700  0.373



Question: charge of number 2 (C22H24FN2O2)?
Answer: +1